[1]
55
Properties=species:S:1:pos:R:3 method="wB97M-V/def2-TZVPD" max_force_ha_per_bohr=0.1061 homo_energy_ev="-14.1 / -14.1" total_energy_ha=-1852.27558 total_charge=+2
Pt -0.110 -0.316 -0.123
O -1.970 1.169 3.426
C -1.522 0.574 2.481
O -1.030 1.000 1.412
C -1.513 -1.001 2.579
C -2.360 -1.633 3.493
C -2.275 -3.001 3.584
C -1.384 -3.721 2.764
C -1.263 -5.126 2.782
C -0.378 -5.761 1.951
C 0.437 -5.024 1.075
C 0.349 -3.656 1.030
C -0.568 -2.980 1.854
N -0.683 -1.634 1.798
H -3.031 -1.039 4.092
H -2.886 -3.525 4.304
H -1.898 -5.691 3.450
H -0.298 -6.837 1.967
H 1.127 -5.546 0.430
H 0.971 -3.066 0.364
S -2.087 2.170 -3.655
C -1.514 3.417 -2.602
C -1.687 4.787 -2.723
C -1.133 5.598 -1.749
C -0.414 5.050 -0.676
C -0.216 3.691 -0.560
C -0.774 2.848 -1.526
N -0.701 1.497 -1.580
C -1.359 0.989 -2.598
C -1.520 -0.424 -2.771
C -2.212 -0.948 -3.875
C -2.429 -2.305 -3.967
C -1.978 -3.154 -2.960
C -1.266 -2.648 -1.877
C -1.030 -1.288 -1.756
H -2.238 5.198 -3.554
H -1.256 6.668 -1.817
H -0.008 5.714 0.071
H 0.331 3.266 0.265
H -2.577 -0.281 -4.644
H -2.949 -2.714 -4.820
H -2.166 -4.215 -3.025
H -0.908 -3.346 -1.131
N 1.829 0.106 1.237
C 3.032 0.484 0.494
C 3.199 -0.466 -0.694
N 1.983 -0.423 -1.509
H 1.548 0.850 1.871
H 2.003 -0.732 1.792
H 3.930 0.442 1.120
H 2.911 1.511 0.136
H 3.341 -1.489 -0.338
H 4.086 -0.173 -1.268
H 1.985 -1.162 -2.205
H 1.921 0.474 -1.990


[2]
14
Properties=species:S:1:pos:R:3 method="wB97M-V/def2-TZVPD" smiles=CC[NH2+]C max_force_ha_per_bohr=0.0239 homo_energy_ev=-17.1 total_energy_ha=-174.80026 de_lowest_kcal_mol=7.1 total_charge=+1
C -0.822 1.039 1.395
C -0.086 -0.107 0.729
N -0.028 0.020 -0.760
C 0.867 -0.974 -1.430
H -1.581 1.477 0.743
H -1.326 0.691 2.281
H -0.141 1.823 1.713
H 0.936 -0.210 1.072
H -0.465 -1.090 1.020
H 0.338 0.958 -0.918
H -0.964 -0.041 -1.156
H 1.873 -0.794 -1.069
H 0.817 -0.818 -2.504
H 0.583 -1.973 -1.115


[3]
8
Properties=species:S:1:pos:R:3 method="wB97M-V/def2-TZVPD" max_force_ha_per_bohr=0.0836 homo_energy_ev="-10.0 / -10.0" total_energy_ha=-2947.71331 de_lowest_kcal_mol=20.2
C 0.542 -0.268 -0.174
N 0.725 1.604 0.199
N -0.846 -0.799 -0.321
O -1.193 -0.929 -1.435
O -0.246 2.263 0.365
O -1.553 -0.904 0.645
Br 1.269 -0.359 1.576
H 1.301 -0.608 -0.856


[4]
13
Properties=species:S:1:pos:R:3 method="wB97M-V/def2-TZVPD" smiles="c1cn[nH]c1.C=O" max_force_ha_per_bohr=0.0110 homo_energy_ev=-9.4 total_energy_ha=-340.72119 de_lowest_kcal_mol=46.3
C 0.061 -1.005 0.529
C -1.226 -1.539 0.762
N -2.052 -0.633 1.266
N -1.306 0.476 1.359
C -0.034 0.309 0.932
H 0.937 -1.509 0.146
H -1.582 -2.545 0.582
H -1.727 1.314 1.727
H 0.687 1.115 0.916
C 1.556 0.999 -2.062
O 1.989 1.624 -1.126
H 1.947 1.142 -3.088
H 0.749 0.251 -1.943


[5]
20
Properties=species:S:1:pos:R:3 method="wB97M-V/def2-TZVPD" smiles="C/C=C/N.O.O.O" max_force_ha_per_bohr=0.0245 homo_energy_ev=-7.7 total_energy_ha=-402.54154 de_lowest_kcal_mol=24.4
C 3.250 -0.706 2.843
C 2.510 -0.369 1.588
C 1.245 0.046 1.579
N 0.574 0.559 0.473
H 3.702 -1.699 2.823
H 4.126 -0.051 2.960
H 2.651 -0.468 3.724
H 3.010 -0.606 0.688
H 0.820 0.231 2.571
H -0.415 0.497 0.435
H 1.048 1.204 -0.128
O 0.135 1.703 -2.487
H -0.756 1.386 -2.665
H 0.218 2.656 -2.455
O -3.599 -1.634 -0.527
H -3.747 -1.271 0.349
H -3.309 -2.529 -0.304
O -2.417 0.272 -2.295
H -3.161 0.437 -2.878
H -2.768 -0.216 -1.541


[6]
13
Properties=species:S:1:pos:R:3 method="wB97M-V/def2-TZVPD" s2=2.159 max_force_ha_per_bohr=0.0943 spin_multiplicity=3 homo_energy_ev="-6.5 / -8.7" total_energy_ha=-1196.41014 de_lowest_kcal_mol=71.1
C 1.080 0.244 -1.203
C -1.134 -0.451 -0.405
C 0.676 -0.162 1.037
N 0.200 -0.124 -0.180
P 2.022 1.662 -0.920
P -1.967 -0.653 -1.863
P -1.100 -0.690 3.057
H 1.020 -0.276 -2.085
H -1.616 -0.667 0.563
H 1.530 0.374 1.574
H 2.707 1.562 -2.095
H -3.307 -0.754 -1.380
H -0.110 -0.067 3.901